Molecular formula: ClO8P2Y2
Method: DFT, wB97M-V/def2-TZVPD

The LUMO energy is -0.020 Ha. The HOMO-LUMO gap comes out at 2.34 eV. Its charge is -1. As for the molar mass: 403.2 g/mol. The value obtained for the energy is -49563.71091 eV. As for the highest occupied orbital energy: -2.89 eV.

Each line ends with the Löwdin charge.
Cartesian coordinates (Å):
Y  0.40  0.43  1.57  1.4661
Y  0.84  5.28  -0.18  0.8322
P  -2.70  -1.03  0.67  -0.1634
O  -2.39  -2.49  0.23  -0.1731
O  -2.89  -1.34  2.06  -0.2129
O  -4.00  -0.57  0.12  -0.2684
O  -1.47  -0.07  0.57  -0.5296
P  2.50  -0.56  -0.95  -0.2006
O  3.29  -1.23  0.08  -0.3612
O  2.01  -1.27  -2.25  -0.2680
O  3.24  0.68  -1.44  -0.3341
O  1.11  -0.27  -0.39  -0.5169
Cl  0.04  2.44  -0.07  -0.2700